ORCA calculation (ωB97M-V/def2-TZVPD) on a molecular structure, C20H20FSi.

Values from the calculation:
Calculated total energy, eV: -31649.29987
Total charge: +1

Each line ends with the Löwdin charge.
Positions of all 42 atoms, in Å:
F -3.59595 -1.76020 3.29497  0.047
C -2.28657 -1.73056 3.70015  -0.241
C -1.94569 -1.07452 4.88577  0.000
C -0.57668 -0.99257 5.17679  -0.075
C 0.40807 -1.48506 4.31489  -0.050
C -0.00316 -2.13037 3.14377  -0.227
C 0.91271 -2.30502 1.95994  -0.115
C 1.00537 -3.63911 1.23858  -0.211
C 1.81974 -3.67583 0.07885  -0.067
C 1.67687 -4.67675 -0.86142  -0.092
C 0.71787 -5.67510 -0.69991  -0.079
C 0.03484 -5.73555 0.51600  -0.068
C 0.15789 -4.72372 1.47079  -0.046
C -1.35785 -2.28772 2.85231  0.014
H -2.73056 -0.63189 5.48677  0.120
H -0.31707 -0.48246 6.09851  0.105
H 1.46646 -1.30384 4.53505  0.106
H 1.90420 -1.81647 2.04754  0.106
H 2.42415 -2.79284 -0.15372  0.096
H 2.25444 -4.64847 -1.78474  0.105
H 0.51493 -6.39402 -1.47143  0.101
H -0.65416 -6.56531 0.71323  0.113
H -0.53522 -4.67661 2.31996  0.112
H -1.63540 -2.77076 1.90608  0.140
C 5.05720 -0.54805 2.11342  -0.198
Si 4.61831 0.69638 0.76555  1.068
H 0.36146 -1.74083 1.22393  0.121
C 3.40244 2.00376 1.50384  -0.279
C 4.21671 3.10029 1.11604  -0.183
C 4.00148 4.40153 1.55141  -0.056
C 2.91191 4.70277 2.37736  -0.038
C 2.04740 3.66171 2.72385  -0.045
C 2.24937 2.33028 2.28030  -0.046
H 5.25800 -1.57166 1.71405  0.055
H 5.98852 -0.25581 2.64992  0.052
H 4.26355 -0.64390 2.90008  0.063
H 3.92053 0.24754 -0.51840  0.038
H 5.03417 2.91555 0.40593  0.083
H 4.68118 5.17929 1.22508  0.117
H 2.75704 5.74170 2.69284  0.127
H 1.19299 3.92425 3.34875  0.119
H 1.50165 1.59140 2.58588  0.107

Forces on the atoms, in the same order (eV/Å):
0.855 -0.036 0.541
-0.861 0.117 -0.047
0.522 -0.511 -0.880
-0.614 0.193 0.313
-0.556 -0.082 -0.071
0.582 0.565 0.087
0.189 -0.431 -0.253
0.422 -0.431 -0.719
-0.651 0.415 0.624
-0.111 -0.078 -0.597
0.219 0.158 1.186
-0.289 -0.281 -0.167
-0.149 0.569 0.039
0.074 -0.060 -0.012
0.211 -0.056 0.095
0.221 -0.055 -0.102
-0.428 -0.196 -0.127
-0.442 -0.367 0.321
0.080 -0.369 0.116
-0.079 0.069 0.205
0.122 -0.235 -0.145
0.203 0.413 -0.155
0.512 -0.350 -0.240
-0.175 0.417 0.510
1.481 -0.658 0.066
-5.082 -0.266 2.612
0.198 0.697 -0.536
0.933 0.655 -0.762
-0.825 -0.688 0.453
0.140 0.594 0.217
0.765 -0.483 -0.666
0.028 -0.554 -0.323
0.511 0.201 0.402
-0.112 0.809 0.000
-0.532 -0.154 -0.249
0.280 0.663 -0.948
1.546 0.564 0.032
0.399 0.134 -0.411
-0.091 0.034 0.047
-0.059 -0.592 -0.060
0.087 -0.405 -0.232
0.477 0.073 -0.165

***

ORCA calculation (ωB97M-V/def2-TZVPD) on a molecular structure, C20H20N2O3PtS2.

Values from the calculation:
Calculated total energy, eV: -55100.77243
Energy above the lowest of the compared OMol25 structures with the same formula, charge and spin, eV: 2.790
Total charge: 0

Each line ends with the Löwdin charge.
Positions of all 48 atoms, in Å:
Pt -0.24267 0.30913 -0.23877  0.771
N 4.34786 0.46066 -0.48572  0.175
C 3.00021 0.49617 -0.45112  -0.526
O 2.34473 -0.53141 -0.52235  -0.047
C 2.39125 1.86410 -0.26294  -0.192
C 0.94711 1.94068 -0.76609  -0.316
H 4.81516 -0.42764 -0.55623  0.113
H 4.89425 1.30058 -0.53359  0.104
H 3.01887 2.60935 -0.76787  0.112
H 2.42689 2.07363 0.81282  0.122
H 0.95051 1.93326 -1.86599  0.051
H 0.50821 2.88877 -0.44854  0.028
O -1.67701 -0.72730 1.14154  -0.316
N -2.84433 -0.65975 0.56490  -0.240
C -3.55090 -1.77792 0.33779  -0.017
C -4.81098 -1.74381 -0.20423  -0.056
C -5.38266 -0.50913 -0.51448  -0.073
C -4.64190 0.62908 -0.32111  -0.096
C -3.33389 0.55886 0.16719  -0.687
S -2.30767 1.91234 0.25425  0.682
H -3.05337 -2.69896 0.59923  0.120
H -5.34761 -2.66370 -0.37696  0.104
H -6.37972 -0.45203 -0.91510  0.105
H -5.02435 1.60569 -0.55928  0.102
O -0.48828 -2.04691 -0.92153  -0.541
S 0.48649 -2.21688 0.18703  0.946
C -0.12219 -3.56730 1.22791  -0.359
C 0.36139 -3.61768 2.52392  -0.084
C -0.03626 -4.64601 3.35841  -0.073
C -0.92340 -5.60497 2.89321  -0.082
C -1.42769 -5.52845 1.60397  -0.071
C -1.02182 -4.50503 0.76490  -0.082
C 1.75316 -3.29970 -0.54208  -0.350
C 1.55478 -3.78198 -1.82138  -0.062
C 2.51484 -4.58652 -2.41067  -0.071
C 3.66979 -4.90133 -1.71769  -0.089
C 3.86535 -4.40639 -0.43905  -0.082
C 2.90757 -3.60459 0.15565  -0.085
H 1.03232 -2.84437 2.86768  0.111
H 0.34647 -4.69380 4.36777  0.105
H -1.22385 -6.41269 3.54311  0.101
H -2.12886 -6.26907 1.24809  0.105
H -1.39604 -4.42208 -0.24478  0.114
H 0.65946 -3.50165 -2.35515  0.109
H 2.37346 -4.96830 -3.40981  0.104
H 4.42374 -5.53032 -2.16525  0.100
H 4.76946 -4.64446 0.09783  0.101
H 3.06426 -3.20059 1.14426  0.110

Forces on the atoms, in the same order (eV/Å):
-0.361 4.600 0.914
0.323 -0.108 -0.024
0.170 0.544 0.047
-0.388 0.166 -0.173
-0.442 -0.205 -0.004
-0.385 -1.013 -0.649
-0.048 -0.011 -0.071
-0.029 0.002 0.067
-0.044 0.009 0.130
0.067 -0.033 -0.061
0.029 0.111 0.114
-0.111 -0.169 0.066
0.244 -0.649 0.238
-0.992 0.346 -0.413
-0.111 -0.441 -0.036
-0.183 0.236 -0.046
0.160 -0.278 0.153
0.181 -0.141 0.144
-0.183 -0.358 0.072
2.176 -0.703 -0.412
0.100 0.094 0.129
0.053 -0.076 0.035
-0.182 0.014 -0.076
-0.050 0.142 -0.129
-0.416 -0.360 -0.793
0.440 -2.340 0.562
0.019 0.383 0.218
-0.053 0.093 -0.131
0.043 -0.079 0.017
0.001 -0.052 0.132
0.040 0.002 -0.003
-0.051 0.072 -0.203
0.067 0.194 -0.037
-0.248 0.205 -0.051
0.156 -0.107 0.048
0.050 -0.055 -0.028
0.006 0.029 0.182
-0.003 0.077 -0.024
0.081 0.079 0.121
-0.019 -0.036 0.067
-0.070 -0.069 0.062
-0.046 -0.063 -0.012
-0.041 -0.008 -0.157
-0.109 0.037 -0.023
-0.094 -0.002 -0.116
0.068 -0.058 -0.092
0.137 -0.046 0.091
0.050 0.026 0.154

***

ORCA calculation (ωB97M-V/def2-TZVPD) on a single C20H20N2O6S molecule.

Values from the calculation:
Calculated total energy, eV: -47165.29302
Energy above the lowest of the compared OMol25 structures with the same formula, charge and spin, eV: 1.043
Total charge: 0
SMILES string: CCOC(=O)C1=C(C)N=c2s/c(=C\C(=O)OC)c(=O)n2[C@H]1c1ccc(OC)cc1

Each line ends with the Löwdin charge.
Positions of all 49 atoms, in Å:
C 4.75144 2.18722 1.70688  -0.058
C 4.04545 3.22254 0.84294  -0.208
O 3.05966 2.61795 0.00495  -0.021
C 1.87699 2.35009 0.57581  -0.436
O 1.61460 2.63393 1.72290  0.117
C 0.91729 1.68652 -0.32008  -0.023
C 1.05017 1.50481 -1.65584  -0.241
C 2.20797 1.93248 -2.49214  -0.019
N 0.05338 0.89445 -2.39849  0.111
C -1.04574 0.59492 -1.82941  -0.564
S -2.41221 -0.07328 -2.70805  1.170
C -3.38488 -0.04657 -1.26553  -0.369
C -4.67053 -0.42220 -1.16524  0.039
C -5.47160 -0.92617 -2.28647  -0.505
O -6.62665 -1.26315 -2.21163  0.124
O -4.75729 -0.97076 -3.42526  -0.153
C -5.43681 -1.44390 -4.57777  -0.035
C -2.60763 0.45646 -0.09844  -0.420
O -3.02422 0.56769 1.02733  0.146
N -1.34239 0.78035 -0.50794  0.053
C -0.28721 1.15415 0.42972  -0.146
C 0.12084 -0.05042 1.25250  -0.179
C 0.60387 -1.18734 0.62273  -0.009
C 0.98392 -2.30008 1.35275  -0.010
C 0.89002 -2.28131 2.74038  -0.274
O 1.23677 -3.30980 3.55872  -0.082
C 1.71943 -4.49933 2.98276  -0.090
C 0.40882 -1.13331 3.37406  0.013
C 0.02591 -0.03416 2.63831  -0.011
H 5.53145 2.66921 2.28904  0.077
H 4.03860 1.72495 2.38536  0.075
H 5.19692 1.41615 1.08272  0.078
H 4.74242 3.70449 0.15410  0.124
H 3.56238 3.97434 1.47547  0.122
H 1.97553 1.73088 -3.53383  0.080
H 2.41406 2.99093 -2.35559  0.087
H 3.10273 1.38474 -2.20513  0.089
H -5.16513 -0.35585 -0.20700  0.137
H -4.71453 -1.41101 -5.38901  0.096
H -5.79005 -2.46442 -4.41607  0.102
H -6.29513 -0.80617 -4.79892  0.102
H -0.68193 1.92462 1.10368  0.162
H 0.68992 -1.21418 -0.45529  0.121
H 1.35153 -3.16805 0.82854  0.102
H 0.97536 -4.95806 2.32365  0.095
H 2.64549 -4.32927 2.42394  0.095
H 1.92154 -5.16915 3.81701  0.093
H 0.34220 -1.13387 4.45015  0.119
H -0.34276 0.84794 3.13674  0.124

Forces on the atoms, in the same order (eV/Å):
-0.295 0.123 -0.261
0.275 0.186 0.467
-0.054 -0.154 -0.179
-0.036 0.121 -0.007
0.006 -0.034 -0.012
-0.271 -0.018 -0.425
0.165 0.319 0.840
0.131 0.058 -0.096
-0.650 -0.519 -0.591
-0.048 0.093 -0.037
0.410 0.087 -0.187
-0.862 -0.397 -0.407
0.651 0.258 0.216
-0.358 -0.136 -0.091
0.187 0.060 0.002
0.096 0.075 0.223
-0.370 -0.178 -0.278
-0.368 0.029 0.419
0.116 0.008 -0.104
0.574 0.350 -0.053
0.211 0.029 0.515
-0.108 -0.040 0.043
-0.111 0.244 0.137
0.113 -0.333 0.114
-0.076 0.228 -0.029
-0.104 0.251 0.118
0.072 -0.171 -0.095
0.089 -0.232 0.050
0.067 -0.141 -0.131
0.109 0.033 0.077
0.000 -0.033 0.073
0.084 -0.063 -0.028
-0.113 -0.023 0.074
0.115 -0.054 -0.169
0.002 0.006 -0.012
0.085 0.028 -0.036
0.100 0.017 -0.034
0.009 0.008 0.038
-0.027 0.000 0.036
0.043 0.094 -0.038
0.089 -0.062 -0.001
0.058 -0.161 -0.155
0.029 -0.006 -0.117
0.040 -0.101 -0.001
0.033 0.025 0.011
-0.045 -0.004 0.007
0.002 0.010 -0.095
-0.010 -0.001 0.144
-0.056 0.119 0.062

***

ORCA calculation (ωB97M-V/def2-TZVPD) on a single C20H20N4O2S molecule.

Values from the calculation:
Calculated total energy, eV: -41955.70083
Energy above the lowest of the compared OMol25 structures with the same formula, charge and spin, eV: 1.289
Total charge: 0
SMILES string: CCC(=O)Nc1cccc(-c2nnc(SCC(=O)c3ccccc3)n2C)c1

Each line ends with the Löwdin charge.
Positions of all 47 atoms, in Å:
C 4.24561 -0.62396 -6.34370  -0.091
C 4.96812 -0.61395 -4.99630  -0.164
C 3.98715 -0.86976 -3.86407  -0.480
O 3.59617 0.00371 -3.12200  0.069
N 3.59548 -2.17458 -3.79676  0.127
C 2.69823 -2.77739 -2.90847  -0.209
C 2.60357 -4.16723 -2.90966  -0.028
C 1.72128 -4.80193 -2.05381  -0.071
C 0.94255 -4.06830 -1.18065  -0.029
C 1.03881 -2.67639 -1.16687  -0.140
C 0.19207 -1.94278 -0.24469  -0.255
N -0.95912 -2.39100 0.19159  0.074
N -1.48592 -1.49315 1.02585  0.015
C -0.64609 -0.49448 1.10163  -0.620
S -0.83090 0.92843 2.08248  0.999
C -2.51708 0.62503 2.72479  -0.346
C -3.42288 1.75905 2.28182  -0.429
O -4.19547 1.60934 1.36405  0.104
C -3.31741 3.03744 3.02378  -0.163
C -2.26179 3.34197 3.88182  -0.044
C -2.23436 4.55657 4.54164  -0.074
C -3.25810 5.47367 4.36467  -0.078
C -4.30990 5.18120 3.51068  -0.071
C -4.33622 3.97445 2.84082  -0.011
N 0.44758 -0.71271 0.31797  -0.045
C 1.59922 0.13928 0.22184  -0.028
C 1.90427 -2.03258 -2.04479  0.037
H 3.78560 -1.59068 -6.53942  0.069
H 4.94734 -0.40884 -7.14591  0.073
H 3.46627 0.13409 -6.35543  0.082
H 5.41924 0.36459 -4.83080  0.116
H 5.75717 -1.36910 -4.98503  0.113
H 4.03583 -2.81499 -4.44294  0.141
H 3.21587 -4.74687 -3.58660  0.109
H 1.64647 -5.87877 -2.06824  0.106
H 0.25038 -4.54722 -0.50777  0.109
H -2.83519 -0.31666 2.27636  0.070
H -2.45446 0.54741 3.80915  0.087
H -1.44584 2.64926 4.02083  0.079
H -1.40994 4.78936 5.19926  0.105
H -3.23328 6.41736 4.88936  0.104
H -5.10638 5.89613 3.36758  0.105
H -5.14386 3.72762 2.16791  0.119
H 2.49901 -0.46657 0.12136  0.103
H 1.52173 0.80942 -0.63685  0.105
H 1.66444 0.74119 1.12898  0.068
H 1.95663 -0.96030 -2.09240  0.088

Forces on the atoms, in the same order (eV/Å):
0.113 0.009 0.057
-0.125 0.151 -0.026
0.529 -0.026 -0.303
-0.162 0.247 0.182
0.069 -0.406 -0.226
-0.186 -0.130 0.251
0.015 0.148 -0.019
-0.003 0.045 -0.048
-0.017 0.123 0.089
0.346 -0.409 -0.347
-0.378 0.182 0.303
0.505 -0.832 -0.862
-0.224 0.780 0.650
-0.108 -0.198 -0.052
0.002 0.369 0.179
0.242 -0.134 -0.188
0.116 -0.397 -0.138
0.021 0.021 0.119
-0.229 0.581 0.105
-0.182 -0.124 -0.184
0.069 0.117 0.105
0.055 -0.012 0.014
-0.028 0.038 -0.003
0.085 -0.147 -0.026
-0.733 -0.430 0.190
0.398 0.344 -0.130
-0.091 0.066 0.060
-0.048 -0.047 -0.078
0.000 0.001 -0.093
-0.082 0.044 -0.044
-0.011 -0.109 0.105
0.032 0.017 0.029
-0.033 0.203 0.076
0.076 -0.057 -0.061
-0.004 -0.086 0.003
-0.053 -0.066 0.074
-0.100 0.113 0.113
-0.034 -0.035 -0.047
0.069 -0.092 0.092
0.064 0.019 0.046
0.007 0.069 0.044
-0.066 0.051 -0.008
-0.044 -0.023 -0.049
-0.039 0.087 0.032
0.063 -0.034 0.046
0.084 -0.066 -0.055
0.016 0.037 0.021

***

ORCA calculation (ωB97M-V/def2-TZVPD) on a single C20H20N4O3S molecule.

Values from the calculation:
Calculated total energy, eV: -44003.62093
Energy above the lowest of the compared OMol25 structures with the same formula, charge and spin, eV: 0.756
Total charge: 0
SMILES string: Cc1ccc(CNC(=O)CSc2nnc(CNC(=O)c3ccccc3)o2)cc1

Each line ends with the Löwdin charge.
Positions of all 48 atoms, in Å:
C 1.37119 1.84401 1.06747  -0.041
C 0.08876 1.72774 0.29976  -0.271
C -1.05044 2.39463 0.73485  -0.036
C -2.24118 2.29187 0.04186  -0.028
C -2.32099 1.51697 -1.10879  -0.214
C -3.65683 1.30792 -1.77710  -0.116
N -4.29231 0.15955 -1.14605  0.070
C -4.93082 0.29606 0.03173  -0.586
O -5.37218 1.33642 0.46669  0.056
C -5.05060 -1.01468 0.81193  -0.327
S -3.55280 -1.21560 1.84495  1.041
C -2.44990 -1.80696 0.66657  -0.670
N -2.67754 -2.06540 -0.58943  0.024
N -1.52626 -2.54090 -1.10242  0.116
C -0.65578 -2.56088 -0.15545  -0.316
C 0.73851 -3.06821 -0.21456  -0.078
N 1.70932 -2.08482 0.19697  0.084
C 2.69361 -1.66732 -0.64673  -0.462
O 2.79484 -2.08624 -1.78071  0.080
C 3.63214 -0.66543 -0.06821  -0.160
C 3.98078 -0.64946 1.27908  -0.045
C 4.87184 0.29749 1.75168  -0.076
C 5.41750 1.23446 0.88941  -0.078
C 5.08714 1.21291 -0.45591  -0.071
C 4.20517 0.26203 -0.93444  -0.027
O -1.18117 -2.09890 1.01715  0.085
C -1.18878 0.83968 -1.54239  -0.041
C 0.00351 0.94879 -0.84756  -0.040
H 1.46422 2.83385 1.50858  0.082
H 2.22930 1.66276 0.42565  0.059
H 1.39459 1.11670 1.88068  0.081
H -1.00226 3.00137 1.62766  0.113
H -3.12119 2.80605 0.39774  0.113
H -3.54839 1.10086 -2.84270  0.123
H -4.30619 2.17220 -1.62664  0.124
H -3.85355 -0.73715 -1.34033  0.092
H -5.14066 -1.89027 0.17356  0.083
H -5.87308 -0.95239 1.52243  0.086
H 0.96704 -3.33522 -1.25039  0.135
H 0.81335 -3.96135 0.42117  0.139
H 1.59036 -1.64838 1.09666  0.131
H 3.58466 -1.39152 1.95773  0.112
H 5.14406 0.30286 2.79675  0.105
H 6.10784 1.97470 1.26528  0.104
H 5.51973 1.93508 -1.13182  0.107
H 3.94274 0.22209 -1.98099  0.122
H -1.23697 0.21969 -2.42637  0.115
H 0.87767 0.42227 -1.20497  0.103

Forces on the atoms, in the same order (eV/Å):
-0.031 -0.018 -0.002
-0.003 0.040 0.033
0.051 -0.059 -0.041
-0.012 0.036 -0.038
-0.024 0.080 -0.115
-0.027 0.088 0.181
-0.089 -0.061 -0.475
-0.208 -0.629 -0.116
-0.066 0.408 0.294
0.395 0.141 0.028
-0.221 0.180 0.459
-0.208 -0.198 -0.796
-0.849 0.328 1.042
1.430 -0.585 -0.429
-0.219 -0.045 -0.586
0.025 -0.171 0.145
-0.146 -0.024 0.281
-0.073 -0.060 0.232
0.042 0.028 -0.282
0.328 0.181 -0.022
-0.087 -0.037 -0.156
0.024 0.057 0.100
0.016 0.009 0.048
-0.013 0.023 -0.032
-0.105 -0.146 0.003
-0.040 0.007 0.096
-0.080 0.090 -0.007
0.007 -0.008 0.048
0.062 0.057 0.059
0.102 0.008 0.022
0.078 -0.028 0.078
0.016 0.087 0.096
-0.115 0.055 0.025
-0.028 0.079 0.049
0.075 -0.070 -0.141
-0.134 0.114 0.199
-0.082 -0.021 0.003
0.056 0.009 -0.067
-0.143 -0.011 0.211
0.021 0.069 -0.172
0.110 0.062 -0.097
-0.040 -0.061 0.055
0.026 -0.006 0.077
0.059 0.059 0.033
0.027 0.061 -0.057
-0.013 -0.019 -0.090
-0.008 -0.074 -0.117
0.114 -0.026 -0.060